# 1
This record from the OMol25 dataset describes a structure of composition C18H16Br3EuN6O2. The level of theory is wB97M-V/def2-TZVPD.

Element x y z (Å)
Eu  -2.8337  1.5345  1.0947
Br  -5.4147  0.3323  2.0458
C  -6.3264  1.3576  0.5311
Br  -5.0971  2.3421  -0.7575
H  -6.9708  2.1113  1.0015
H  -6.7856  0.5880  -0.0945
Br  -2.6689  1.4373  4.4838
C  -1.7497  -0.1265  3.6266
C  -1.1598  -1.1449  4.3675
C  -0.4494  -2.1705  3.7085
C  -0.3363  -2.1763  2.3265
C  -1.0638  -1.1815  1.6404
N  -1.7276  -0.2137  2.2976
C  -1.0787  -1.0633  0.1452
O  -0.0374  -1.2807  -0.4700
O  -2.2168  -0.6217  -0.3183
H  -1.2281  -1.1221  5.4347
H  0.0092  -2.9090  4.3466
H  0.2500  -2.9046  1.7978
C  -0.9211  2.1232  -1.8947
C  -0.0860  2.3452  -0.6761
N  -0.6019  2.6053  0.5411
C  0.4526  2.5657  1.4419
C  1.6169  2.2815  0.7940
N  1.2852  2.1693  -0.5803
C  2.1240  1.7494  -1.6979
N  2.8002  0.4860  -1.3459
N  3.6633  0.3888  -0.2119
N  4.1498  -0.8270  -0.1658
C  3.6205  -1.5797  -1.2233
C  3.8432  -2.9193  -1.5799
C  3.1209  -3.3491  -2.6783
C  2.2554  -2.5143  -3.4108
C  2.0393  -1.1842  -3.1040
C  2.7607  -0.7504  -1.9905
H  -1.9381  2.5534  -1.7757
H  -1.0385  1.0314  -2.0536
H  -0.4267  2.5725  -2.7705
H  0.2641  2.6567  2.5117
H  2.6350  2.1258  1.1620
H  2.8731  2.5357  -1.9647
H  1.5232  1.5367  -2.5788
H  4.5424  -3.5055  -1.0302
H  3.2478  -4.3680  -2.9941
H  1.7529  -2.9426  -4.2559
H  1.3272  -0.5750  -3.6759

Force components x, y, z for each atom (eV/Å):
0.611 -0.151 -1.033
-1.017 0.795 -1.151
0.875 -0.233 0.075
-1.005 -0.601 0.898
0.278 -0.472 -0.328
-0.048 0.391 0.368
0.814 -1.301 -0.975
0.579 -1.322 -0.351
-0.145 0.555 -0.060
-0.455 0.846 0.157
-0.860 0.917 0.344
0.705 -0.525 1.276
-0.058 0.268 0.842
-0.839 0.954 -1.491
-0.606 -0.079 0.417
0.974 0.581 0.866
0.064 -0.089 0.431
0.143 -0.211 -0.139
0.043 -0.087 -0.221
0.171 -0.212 -0.243
0.609 -0.021 1.613
0.486 -0.335 -1.068
0.141 -0.367 -0.242
0.044 0.115 -0.684
-1.837 0.268 0.651
1.489 -0.737 0.719
0.938 -0.760 0.715
-0.213 -1.813 -1.807
-1.405 1.608 -0.759
-0.160 1.188 -0.039
-0.884 1.168 -0.536
0.492 -0.090 0.383
0.001 0.254 0.079
0.129 -0.489 0.057
0.179 1.108 1.152
0.736 -0.074 -0.056
0.070 0.450 0.005
-0.473 -0.130 0.184
0.277 0.156 -0.410
-0.594 0.118 -0.346
-0.557 -0.615 0.421
-0.132 0.101 0.175
0.243 -0.514 0.217
-0.049 -0.252 -0.190
-0.222 -0.139 -0.258
0.466 -0.222 0.343

As for the relative energy (zero: lowest compared OMol25 entry of this formula, charge and spin): 25.64 kJ/mol. The expectation value of S² is 15.760. The value obtained for the molar mass is 740.04 g mol⁻¹. The HOMO energy (spin up / spin down) comes out at -10.7405 / -10.7407 eV. Its orbital gap (spin up / spin down) is 6.72 / 6.74 eV. As for the spin multiplicity: 8. The value obtained for the total energy is -261412.6496 eV. As for the total charge: +1.

***

# 2
This record from the OMol25 dataset describes a cluster of 2 separate species, C18H16BrN2O2 in total. The level of theory is wB97M-V/def2-TZVPD.

Element x y z (Å)
C  0.7243  -0.9695  -2.4779
C  -0.2803  -1.0646  -1.8151
C  -1.6393  -1.4255  -1.3484
C  -1.7833  -2.6441  -0.6369
C  -3.0451  -3.0765  -0.1940
C  -4.1553  -2.2597  -0.4720
C  -4.0041  -1.0483  -1.1826
C  -2.7536  -0.6015  -1.6320
C  -5.2629  -0.2150  -1.4999
O  -5.2365  0.9635  -1.7211
C  -6.5663  -1.0285  -1.5594
C  -6.7168  -2.1544  -0.8710
Br  -8.3677  -3.1565  -0.9058
C  -5.5491  -2.6745  -0.0158
O  -5.7482  -3.3674  0.9434
H  1.5781  -0.9568  -3.1447
H  -0.8806  -3.2451  -0.4570
H  -3.1606  -4.0260  0.3393
H  -2.6019  0.3267  -2.1914
H  -7.3584  -0.6169  -2.2024
C  4.3938  4.5360  1.5725
C  3.8649  3.3570  2.3698
N  3.6398  2.1735  1.5287
C  2.7528  2.0811  0.4790
C  2.8282  0.8118  0.0088
N  3.7461  0.1519  0.7927
C  4.2329  0.9960  1.6994
C  4.1290  -1.2560  0.6761
H  3.6907  4.8377  0.7952
H  4.5565  5.3897  2.2287
H  5.3389  4.2858  1.0884
H  2.9189  3.6085  2.8505
H  4.5735  3.0882  3.1527
H  2.1712  2.9391  0.1931
H  2.3285  0.2887  -0.7891
H  4.9699  0.7607  2.4496
H  3.8979  -1.7654  1.6096
H  5.1966  -1.3211  0.4749
H  3.5774  -1.7224  -0.1355

Force components x, y, z for each atom (eV/Å):
0.188 0.001 0.014
-1.010 -0.579 -0.623
0.553 0.129 0.363
-0.255 0.244 -0.107
0.251 0.663 -0.328
-0.038 0.155 -0.153
-0.402 0.417 -0.202
0.459 -0.878 0.549
-0.138 -1.594 0.216
0.105 0.018 -0.125
0.281 0.797 -0.463
0.263 -0.382 0.140
1.124 0.572 0.172
-0.547 0.135 -0.471
0.310 -0.134 -0.063
-0.483 0.126 0.516
-0.563 0.261 -0.065
-0.034 0.472 -0.186
-0.357 -0.342 0.291
0.370 -0.085 0.507
0.029 -0.081 -0.263
0.000 0.449 0.121
0.167 -0.172 0.231
0.156 0.171 0.152
0.071 -0.160 0.102
0.135 -0.052 -0.011
-0.315 0.080 -0.218
0.171 -0.070 0.107
-0.002 0.040 0.049
-0.031 -0.059 0.020
-0.001 0.024 0.054
0.015 -0.084 -0.012
-0.070 -0.174 -0.058
-0.091 -0.127 -0.164
-0.184 0.161 0.003
-0.037 0.021 -0.017
-0.008 -0.036 -0.065
-0.048 -0.052 -0.030
-0.036 0.123 0.019

The value obtained for the molar mass is 372.24 g mol⁻¹. The HOMO energy comes out at -11.5156 eV. Its orbital gap is 8.57 eV. The value obtained for the total energy is -96034.6434 eV. As for the total charge: +1.

***

# 3
This record from the OMol25 dataset describes a cluster of 2 separate species, C18H16ClNO2S3 in total. The level of theory is wB97M-V/def2-TZVPD.

Element x y z (Å)
N  0.6464  6.3984  1.4782
C  0.3777  5.2594  1.5063
C  0.0650  3.8511  1.5337
C  -1.1685  3.3925  1.0621
C  -1.4351  2.0204  1.0246
C  -0.4717  1.1059  1.4570
S  -0.7923  -0.6852  1.3369
C  -1.5200  -1.0801  2.8505
Cl  -2.6096  -2.2760  3.0919
O  -1.7407  -0.8157  0.2442
O  0.5384  -1.2665  1.2219
C  0.7332  1.5699  1.9890
C  1.0030  2.9409  2.0284
H  -1.9158  4.1061  0.7086
H  -2.3888  1.6690  0.6391
H  -1.2782  -0.4296  3.6916
H  1.4813  0.8724  2.3576
H  1.9513  3.3074  2.4270
C  -5.1408  -3.8216  -1.2712
C  -3.7953  -4.2085  -1.3489
C  -3.0984  -4.5170  -0.1827
C  -3.7366  -4.4313  1.0647
C  -3.0226  -4.8157  2.2873
S  -4.0256  -4.9829  3.6603
C  -2.9002  -5.6397  4.9296
C  -2.1373  -6.8543  4.4288
C  -0.9992  -6.4035  3.5404
S  -1.4045  -5.3345  2.1186
C  -5.0689  -3.9857  1.1364
C  -5.7749  -3.6886  -0.0267
H  -5.7104  -3.6279  -2.1826
H  -3.3055  -4.3010  -2.3193
H  -2.1044  -4.9527  -0.2637
H  -2.2458  -4.8143  5.2416
H  -3.6007  -5.8893  5.7416
H  -1.6987  -7.3477  5.2997
H  -2.7983  -7.5641  3.9168
H  -0.2940  -5.7743  4.1013
H  -0.4729  -7.2522  3.0842
H  -5.6064  -4.0037  2.0851
H  -6.8235  -3.3901  0.0421

Force components x, y, z for each atom (eV/Å):
-0.592 -2.430 0.062
0.512 2.236 0.003
-0.043 -0.213 0.090
-0.167 -0.333 -0.157
0.121 0.268 -0.008
-0.063 0.084 0.450
-0.214 0.542 0.830
1.802 2.121 -0.331
-1.695 -0.837 -0.220
0.285 -0.564 0.040
-0.570 0.106 -0.329
0.055 0.251 -0.024
0.048 -0.236 -0.038
0.273 -0.238 0.095
0.214 -0.043 0.066
0.265 -0.453 -0.280
-0.208 0.018 -0.158
-0.306 -0.145 -0.152
0.054 0.197 0.203
-0.305 0.012 0.297
-0.377 -0.228 -0.435
0.213 0.309 -0.007
-0.141 -0.278 -0.024
0.222 -0.474 0.300
-0.738 0.316 -0.109
0.115 0.254 0.091
0.427 0.327 -0.040
-0.141 -0.307 -0.209
-0.276 -0.286 -0.325
0.387 -0.206 -0.077
0.241 -0.015 0.260
-0.153 0.013 0.321
-0.149 0.376 0.031
-0.055 -0.285 0.040
0.375 0.101 -0.176
0.009 -0.144 -0.107
0.090 0.185 0.139
-0.056 -0.515 0.059
-0.062 0.273 0.198
0.219 0.339 -0.278
0.384 -0.098 -0.087

The value obtained for the molar mass is 409.98 g mol⁻¹. The HOMO energy comes out at -6.1201 eV. Its orbital gap is 4.20 eV. The value obtained for the total energy is -69534.1441 eV.

***

# 4
This record from the OMol25 dataset describes a structure of composition C18H16F3N5O4PmS. The level of theory is wB97M-V/def2-TZVPD.

Element x y z (Å)
Pm  -1.1612  -0.6757  0.1019
C  2.4696  1.6319  5.8360
C  2.2562  0.8618  4.5465
N  0.9824  1.2131  3.9567
C  0.6144  0.8231  2.6991
S  -1.0638  1.0701  2.3079
N  1.6013  0.3481  1.9721
N  1.2199  -0.1844  0.7643
C  2.1469  -0.2888  -0.1170
C  3.5230  0.2710  0.0665
C  1.8404  -1.0104  -1.3904
C  2.8612  -1.3345  -2.2796
C  2.5551  -2.0163  -3.4466
C  1.2453  -2.3736  -3.7012
C  0.2897  -2.0419  -2.7536
N  0.5788  -1.3825  -1.6425
H  3.4049  1.3278  6.3084
H  1.6676  1.4466  6.5553
H  2.5085  2.7063  5.6512
H  2.3164  -0.2181  4.7293
H  3.0400  1.0925  3.8264
H  0.2058  1.3992  4.5688
H  3.4978  1.0410  0.8311
H  3.8892  0.6960  -0.8676
H  4.2317  -0.4954  0.3951
H  3.8804  -1.0568  -2.0608
H  3.3412  -2.2682  -4.1474
H  0.9581  -2.9047  -4.5975
H  -0.7481  -2.3298  -2.8813
O  -5.6315  -1.0391  -0.1435
C  -4.4593  -0.7040  -0.2394
O  -3.4595  -1.0789  0.4636
C  -4.0848  0.3128  -1.3127
C  -5.0231  1.0652  -2.0012
C  -4.5670  2.0423  -2.8750
C  -3.2042  2.2465  -3.0335
C  -2.3351  1.4508  -2.3049
N  -2.7800  0.5044  -1.4825
C  -0.8257  1.6614  -2.2922
O  -0.3173  2.2540  -3.2400
O  -0.2692  1.1824  -1.2536
H  -6.0716  0.8798  -1.8185
H  -5.2766  2.6580  -3.4154
H  -2.7897  3.0001  -3.6879
F  -1.5091  -3.0118  -0.2357
C  -0.7805  -3.4752  1.0588
F  0.4581  -2.9706  0.7139
F  -1.2264  -2.3250  1.8684

Force components x, y, z for each atom (eV/Å):
-0.744 0.999 -0.579
0.020 0.021 0.107
-0.008 -0.025 -0.007
-0.158 0.101 -0.133
0.150 -0.047 0.186
0.256 -0.090 0.084
-0.285 -0.154 -0.232
0.492 0.307 0.157
-0.074 -0.224 -0.311
0.089 -0.004 0.077
0.172 0.126 0.244
-0.073 0.005 -0.091
0.095 0.033 0.035
-0.116 -0.018 0.002
0.077 -0.014 -0.018
0.069 -0.068 0.224
0.002 0.022 -0.015
-0.017 -0.036 -0.037
0.002 -0.008 -0.027
-0.009 0.001 -0.004
-0.001 0.025 0.001
0.036 0.040 0.039
-0.022 0.011 -0.007
-0.011 0.033 0.013
-0.034 -0.027 -0.016
0.009 -0.013 -0.022
-0.005 0.001 -0.004
0.024 -0.003 -0.002
-0.004 -0.001 -0.017
-0.008 0.027 0.017
0.098 -0.114 0.102
-0.127 0.084 -0.044
-0.125 0.120 -0.069
0.084 -0.025 -0.032
-0.071 0.011 -0.021
0.020 -0.129 -0.039
-0.088 0.132 -0.012
0.065 0.043 0.153
-0.016 -0.035 -0.020
0.049 0.030 0.080
-0.030 -0.101 -0.050
-0.002 -0.009 -0.001
0.011 0.001 -0.006
-0.017 0.005 0.004
0.133 -0.470 0.118
-0.240 0.352 -0.049
0.254 -0.254 0.049
0.078 -0.660 0.173

As for the relative energy (zero: lowest compared OMol25 entry of this formula, charge and spin): 0.00 kJ/mol. The expectation value of S² is 6.004. The value obtained for the molar mass is 600.42 g mol⁻¹. The HOMO energy (spin up / spin down) comes out at -5.3167 / -5.3272 eV. Its orbital gap (spin up / spin down) is 7.59 / 7.60 eV. As for the spin multiplicity: 5. The value obtained for the total energy is -70114.5798 eV. As for the total charge: -1.

***

# 5
This record from the OMol25 dataset describes the molecule C18H16FNO3S. The level of theory is wB97M-V/def2-TZVPD.

Element x y z (Å)
O  -1.2910  -1.9059  -0.3838
C  -0.7772  -0.8107  -0.3273
C  -1.5424  0.4960  -0.4773
C  -3.0073  0.2870  -0.2139
C  -3.7970  -0.3795  -1.1414
C  -5.1387  -0.6003  -0.8888
C  -5.7065  -0.1536  0.2922
C  -4.9252  0.5102  1.2218
C  -3.5812  0.7249  0.9712
N  0.5647  -0.6633  -0.1167
C  1.2335  0.5916  -0.1003
C  1.5242  1.2385  -1.2960
C  2.2169  2.4330  -1.2918
C  2.6138  2.9665  -0.0795
F  3.2875  4.1292  -0.0676
C  2.3189  2.3509  1.1229
C  1.6232  1.1576  1.1075
C  1.3830  -1.8648  0.0359
C  1.9954  -1.8957  1.4161
C  3.2837  -1.6543  1.5246
S  3.9921  -1.3684  -0.0991
O  5.0953  -2.2511  -0.3491
O  4.2148  0.0377  -0.2958
C  2.5025  -1.9419  -0.9909
H  -1.3923  0.8462  -1.5021
H  -1.1274  1.2422  0.2016
H  -3.3547  -0.7334  -2.0605
H  -5.7434  -1.1224  -1.6156
H  -6.7548  -0.3237  0.4885
H  -5.3619  0.8596  2.1460
H  -2.9738  1.2410  1.7021
H  1.2078  0.8036  -2.2326
H  2.4640  2.9422  -2.2093
H  2.6403  2.8005  2.0487
H  1.3800  0.6620  2.0347
H  0.6716  -2.6945  -0.0785
H  1.3277  -2.0761  2.2455
H  3.8858  -1.6046  2.4089
H  2.7096  -2.9635  -1.2926
H  2.3386  -1.3127  -1.8577

Force components x, y, z for each atom (eV/Å):
-0.283 -0.200 -0.070
0.048 0.253 0.044
-0.357 -0.213 0.072
0.049 0.062 -0.026
-0.038 0.057 0.036
-0.007 -0.026 -0.097
-0.075 0.006 0.077
-0.100 -0.007 0.084
0.079 0.015 -0.080
0.298 -0.130 0.121
-0.067 0.329 -0.062
0.001 -0.043 0.236
0.100 0.176 0.085
-0.156 -0.140 -0.006
0.002 -0.056 -0.005
0.098 0.140 -0.074
-0.086 0.069 -0.177
-0.513 -0.295 -0.075
-0.292 -0.187 -0.008
0.129 -0.040 -0.930
0.056 -0.085 0.000
-0.020 -0.325 0.076
-0.099 0.043 0.053
0.558 0.182 0.529
0.078 0.091 0.050
-0.025 0.015 -0.133
0.049 -0.051 -0.095
-0.047 -0.041 -0.060
-0.081 -0.011 0.013
-0.037 0.028 0.067
0.067 0.056 0.060
-0.032 -0.068 -0.085
0.027 0.080 -0.078
0.034 0.078 0.079
-0.041 -0.012 0.058
0.309 0.181 -0.006
0.017 0.008 0.184
0.245 0.057 0.191
0.040 -0.071 0.006
0.073 0.076 -0.055

The value obtained for the molar mass is 345.39 g mol⁻¹. The HOMO energy comes out at -9.1941 eV. Its orbital gap is 9.64 eV. The structure (SMILES) is O=C(Cc1ccccc1)N(c1ccc(F)cc1)[C@@H]1C=CS(=O)(=O)C1. The value obtained for the total energy is -40110.3114 eV.

***

# 6
This record from the OMol25 dataset describes the ion C18H16FOS with charge +1. The level of theory is wB97M-V/def2-TZVPD.

Element x y z (Å)
C  1.8263  -2.6420  1.5632
O  0.7471  -1.6885  1.7199
C  -0.2564  -1.7788  0.8313
C  -0.7508  -0.5932  0.1220
S  -2.0628  -1.1673  -0.9014
C  -1.7491  -2.8300  -0.6202
C  -0.7844  -3.0014  0.3679
H  2.3404  -2.6936  2.5169
H  1.4702  -3.6311  1.2834
H  2.5044  -2.2374  0.8143
H  -0.9126  0.3021  0.7389
H  -2.2645  -3.6173  -1.2006
H  -0.3390  -3.9491  0.6965
F  -3.6869  3.8504  -0.0022
C  -2.9417  3.0652  -0.8575
C  -3.3205  2.9875  -2.1813
C  -2.4950  2.2917  -3.0751
C  -1.3097  1.7069  -2.6192
C  -0.9791  1.7425  -1.2588
C  0.0674  0.8077  -0.7265
C  1.1769  1.2984  0.1531
C  2.4150  0.6528  0.0346
C  3.3442  0.7436  1.0754
C  3.0366  1.5078  2.2075
C  1.8815  2.2912  2.2465
C  0.9935  2.2736  1.1501
C  -1.7713  2.4602  -0.3593
H  -4.2149  3.5304  -2.5298
H  -2.7843  2.1917  -4.1235
H  -0.6910  1.1483  -3.3282
H  0.4031  0.0797  -1.4681
H  2.6639  0.0621  -0.8482
H  4.2892  0.1986  1.0049
H  3.7316  1.5300  3.0577
H  1.6568  2.9218  3.1165
H  0.1956  3.0205  1.1193
H  -1.5611  2.5192  0.6995

Force components x, y, z for each atom (eV/Å):
0.125 0.070 0.262
-0.945 0.187 -0.837
1.690 0.238 -0.700
-0.867 0.517 1.412
-0.495 -0.371 -0.493
0.482 0.744 0.555
0.318 -0.040 -0.241
-0.088 0.034 0.057
0.087 0.114 0.058
-0.005 -0.124 -0.079
-1.096 -0.974 0.702
0.301 0.662 0.514
-0.750 0.388 -0.235
0.761 -1.070 -0.856
0.427 0.864 0.988
-0.168 0.249 -0.529
0.242 0.116 0.345
-0.488 -0.324 -0.275
-0.421 -0.738 0.565
1.395 -0.861 -1.184
-0.062 0.062 -0.331
0.234 -0.182 0.868
-0.199 0.250 -0.178
0.225 -0.073 0.240
-0.175 0.162 -0.711
0.440 -0.333 0.887
-1.305 0.271 -0.682
0.488 -0.487 0.299
0.157 0.161 0.358
-0.165 0.154 0.349
0.550 1.025 -0.481
-0.308 -0.056 0.241
-0.286 0.288 0.057
-0.348 -0.046 -0.429
0.249 -0.177 -0.528
0.187 -0.635 0.107
-0.188 -0.065 -0.094

As for the relative energy (zero: lowest compared OMol25 entry of this formula, charge and spin): 0.00 kJ/mol. The value obtained for the molar mass is 299.39 g mol⁻¹. The HOMO energy comes out at -12.3298 eV. Its orbital gap is 7.24 eV. The value obtained for the total energy is -34516.4186 eV. As for the total charge: +1.